# 1
{
  "formula": "C35H31AsN4O7P2SSe2V",
  "method": "ωB97M-V/def2-TZVPD",
  "multiplicity": 1,
  "energy_ev": -303715.982,
  "total_charge": 1,
  "gap_ev": 5.49,
  "e_lumo_ev": -4.593,
  "max_force_ev_per_a": 0.3,
  "de_lowest_kcal_mol": 51.13,
  "species": ["V", "O", "As", "O", "O", "C", "C", "C", "C", "C", "C", "S", "O", "O", "O", "H", "H", "H", "H", "H", "Se", "P", "C", "C", "C", "C", "C", "C", "C", "C", "C", "C", "C", "C", "C", "C", "N", "N", "N", "P", "Se", "C", "C", "C", "C", "C", "C", "C", "C", "C", "C", "C", "C", "H", "H", "H", "H", "H", "H", "H", "H", "H", "H", "H", "H", "H", "H", "H", "H", "H", "H", "H", "H", "N", "C", "O", "C", "C", "H", "H", "H", "H", "H", "H"],
  "coordinates": [[2.2836, -2.2311, 2.7403], [1.9290, -3.1172, 1.4201], [-1.2816, -1.4230, 2.5222], [-2.8654, -1.7557, 2.5769], [2.1256, -0.3469, 2.5528], [-1.0222, -0.4369, 4.2181], [-1.8703, 0.6539, 4.3905], [-1.7749, 1.4598, 5.5146], [-0.8507, 1.1729, 6.5103], [-0.0088, 0.0829, 6.3754], [-0.0946, -0.6917, 5.2241], [1.0527, -2.0106, 5.1352], [0.7266, -2.7252, 3.7859], [0.9692, -2.8590, 6.2674], [2.4005, -1.4949, 4.8003], [1.5317, -3.0525, 0.3871], [-2.6134, 0.8826, 3.6354], [-2.4321, 2.3131, 5.6153], [-0.7889, 1.7920, 7.3944], [0.7019, -0.1668, 7.1529], [-1.1645, 3.7211, 1.6140], [-1.1437, 2.4113, -0.0068], [-0.4053, 3.1354, -1.4985], [0.7936, 3.8319, -1.3332], [1.3929, 4.4499, -2.4159], [0.7956, 4.3882, -3.6709], [-0.3995, 3.7083, -3.8367], [-1.0027, 3.0830, -2.7518], [-2.7841, 1.7895, -0.4005], [-3.7379, 2.7000, -0.8607], [-5.0632, 2.3153, -0.9598], [-5.4526, 1.0400, -0.5606], [-4.5112, 0.1415, -0.0867], [-3.1768, 0.5139, -0.0235], [-0.0318, 0.9615, 0.3042], [0.5710, -0.1029, -0.4147], [1.5247, -0.6252, 0.3607], [1.4491, 0.0497, 1.4616], [0.5581, 0.9963, 1.5195], [0.3022, -1.1206, -1.8841], [0.8569, -3.1501, -1.3948], [-1.4082, -1.0842, -2.4326], [-2.3108, -2.0366, -1.9615], [-3.6160, -2.0305, -2.4224], [-4.0244, -1.0739, -3.3414], [-3.1253, -0.1294, -3.8152], [-1.8121, -0.1389, -3.3731], [1.2735, -0.4101, -3.2171], [1.3840, -1.1324, -4.4062], [2.0886, -0.5961, -5.4683], [2.6846, 0.6547, -5.3469], [2.5794, 1.3675, -4.1637], [1.8708, 0.8381, -3.0929], [1.2317, 3.9148, -0.3447], [2.3155, 4.9991, -2.2794], [1.2577, 4.8840, -4.5148], [-0.8750, 3.6737, -4.8086], [-1.9426, 2.5641, -2.8844], [-3.4508, 3.7157, -1.1045], [-5.8011, 3.0208, -1.3181], [-6.4957, 0.7555, -0.6091], [-4.8036, -0.8454, 0.2474], [-2.4474, -0.1985, 0.3340], [-1.9856, -2.7865, -1.2522], [-4.3149, -2.7732, -2.0616], [-5.0465, -1.0700, -3.6970], [-3.4430, 0.6041, -4.5450], [-1.1025, 0.5739, -3.7711], [0.9248, -2.1098, -4.4970], [2.1765, -1.1530, -6.3914], [3.2357, 1.0708, -6.1800], [3.0424, 2.3404, -4.0689], [1.7847, 1.4033, -2.1739], [6.1589, -2.5840, 1.4764], [4.9940, -2.7544, 2.0660], [4.1835, -1.7984, 2.1706], [4.5556, -4.0694, 2.6191], [3.4480, -3.7318, 3.5911], [6.3965, -1.6789, 1.0993], [6.8265, -3.3331, 1.4094], [5.3804, -4.6121, 3.0865], [4.1900, -4.6740, 1.7851], [3.8102, -3.3308, 4.5313], [2.7233, -4.5287, 3.7466]]
}


# 2
{
  "formula": "C35H31ClN4PSn",
  "method": "ωB97M-V/def2-TZVPD",
  "multiplicity": 1,
  "energy_ev": -70378.266,
  "total_charge": 3,
  "gap_ev": 7.78,
  "e_lumo_ev": -8.772,
  "max_force_ev_per_a": 1.7,
  "de_lowest_kcal_mol": 0.00,
  "species": ["Sn", "N", "C", "C", "C", "C", "C", "N", "C", "C", "C", "C", "C", "N", "H", "H", "H", "H", "H", "H", "H", "H", "H", "N", "C", "C", "C", "C", "C", "C", "P", "C", "C", "C", "C", "C", "C", "C", "C", "C", "C", "C", "C", "H", "H", "H", "H", "H", "H", "H", "H", "H", "H", "H", "H", "H", "H", "H", "H", "Cl", "C", "C", "C", "C", "C", "C", "C", "H", "H", "H", "H", "H", "H"],
  "coordinates": [[-0.3539, -0.7041, 0.5539], [-1.9924, 1.8101, 2.3181], [-0.7974, 1.4694, 2.9152], [-0.4730, 2.0872, 4.1302], [0.7188, 1.7795, 4.7373], [1.5846, 0.8619, 4.1302], [1.1976, 0.2955, 2.9500], [0.0132, 0.5821, 2.3389], [-2.5867, 1.4801, 1.1263], [-3.7940, 2.1495, 0.8517], [-4.4713, 1.9091, -0.3090], [-3.9411, 0.9917, -1.2233], [-2.7734, 0.3723, -0.9069], [-2.0753, 0.5826, 0.2557], [-2.5224, 2.4928, 2.8456], [-1.1571, 2.7973, 4.5725], [0.9830, 2.2475, 5.6758], [2.5328, 0.5992, 4.5749], [1.8351, -0.4192, 2.4447], [-4.1717, 2.8595, 1.5733], [-5.3964, 2.4285, -0.5168], [-4.4327, 0.7733, -2.1584], [-2.3330, -0.3253, -1.5921], [-0.5157, -1.7527, -1.6468], [0.1978, -1.0971, -2.7304], [-0.0148, -1.5060, -4.0372], [0.6912, -0.9061, -5.0691], [1.6118, 0.1002, -4.8008], [1.8122, 0.5192, -3.4989], [1.1063, -0.0783, -2.4488], [1.4142, 0.4675, -0.7737], [1.2962, 2.2421, -0.6657], [1.9302, 2.9076, 0.3907], [1.8158, 4.2827, 0.4960], [1.0605, 4.9904, -0.4330], [0.4125, 4.3273, -1.4677], [0.5160, 2.9510, -1.5825], [3.0254, -0.1115, -0.2487], [3.1647, -1.3568, 0.3682], [4.4199, -1.8362, 0.6964], [5.5442, -1.0699, 0.4099], [5.4144, 0.1627, -0.2141], [4.1595, 0.6476, -0.5454], [-1.4413, -2.0311, -1.9733], [-0.0640, -2.6578, -1.4448], [-0.7226, -2.2959, -4.2512], [0.5247, -1.2295, -6.0863], [2.1676, 0.5577, -5.6062], [2.5162, 1.3159, -3.2953], [2.5285, 2.3610, 1.1098], [2.3235, 4.8057, 1.2936], [0.9751, 6.0644, -0.3480], [-0.1657, 4.8844, -2.1904], [0.0094, 2.4407, -2.3920], [2.2969, -1.9818, 0.5855], [4.5269, -2.8023, 1.1677], [6.5254, -1.4379, 0.6740], [6.2925, 0.7482, -0.4448], [4.0702, 1.6110, -1.0300], [-0.2111, -4.6719, -0.4972], [-1.8259, -4.2638, 0.0666], [-2.8942, -4.9994, -0.4234], [-4.1676, -4.7339, 0.0538], [-4.3708, -3.7588, 1.0173], [-3.2908, -3.0288, 1.4949], [-2.0000, -3.2711, 1.0334], [-0.8440, -2.5695, 1.6495], [-2.7271, -5.7806, -1.1517], [-5.0018, -5.3096, -0.3200], [-5.3623, -3.5805, 1.4052], [-3.4387, -2.2845, 2.2670], [0.1253, -3.0490, 1.5587], [-1.0094, -2.0559, 2.5915]]
}


| no. | HOMO energy (eV) |
| --- | --- |
| 1 | -10.08 |
| 2 | -16.56 |